{
  "formula": "C4H15N2O",
  "method": "ωB97M-V with the def2-TZVPD basis set",
  "total_charge": 1,
  "e_above_lowest_ev": 1.8641,
  "fmax_ev_per_a": 3.20,
  "energy_ev": -9411.7981,
  "elements": ["N", "C", "C", "C", "N", "C", "H", "H", "H", "H", "H", "H", "H", "H", "H", "H", "H", "H", "H", "H", "H", "O"],
  "xyz": [[0.017, 1.583, 1.240], [0.378, 0.252, 0.400], [1.681, -0.435, 0.944], [-0.816, -0.758, 0.550], [-0.636, -1.918, -0.305], [0.203, -1.813, -1.532], [-0.683, 2.065, 0.634], [0.804, 2.221, 1.165], [-0.389, 1.645, 2.177], [0.317, 0.666, -0.599], [1.728, -0.113, 1.981], [1.566, -1.484, 0.656], [2.497, 0.030, 0.367], [-1.815, -0.367, 0.353], [-0.749, -1.048, 1.602], [-0.488, -2.788, 0.186], [0.088, -2.775, -2.060], [1.303, -1.769, -1.430], [-0.301, -1.051, -2.138], [-2.176, 2.096, -1.385], [-1.055, 3.109, -1.774], [-1.475, 2.651, -1.034]],
  "atomic_forces_ev_per_a": [[-0.465, 0.310, -1.949], [-1.560, -0.489, 1.684], [-1.168, 2.207, -2.008], [1.021, -0.021, 0.163], [1.020, -0.291, -0.389], [-1.280, -1.185, 0.245], [0.098, -0.254, 0.007], [0.342, -0.048, 0.426], [0.448, -0.913, 0.099], [0.766, -0.009, -0.174], [0.359, -0.888, 0.230], [0.387, 0.181, 0.854], [0.127, -0.476, 0.512], [0.091, 0.698, 0.074], [-0.419, -0.243, -0.019], [0.035, 0.249, 0.082], [-0.280, 0.422, 0.055], [-0.378, 0.823, 0.186], [0.836, 0.003, -0.205], [-0.127, 0.087, -0.263], [-0.270, -0.113, 0.061], [0.418, -0.048, 0.329]],
  "nbo_charge": [-0.737, 0.000, -0.640, -0.246, -0.637, -0.448, 0.469, 0.429, 0.441, 0.225, 0.227, 0.257, 0.234, 0.198, 0.204, 0.382, 0.234, 0.182, 0.201, 0.499, 0.504, -0.979]
}